1.
This record from the Open Molecules 2025 dataset describes a cluster of 2 separate species, C8H11FSi in total in a non-equilibrium geometry. The level of theory is wB97M-V/def2-TZVPD.

Geometry as XYZ:
```
21
Properties=species:S:1:pos:R:3:nbo_charge:R:1
C 0.619 2.832 1.297 -0.217
C 1.364 1.939 0.541 -0.200
C -0.658 2.368 1.712 -0.197
C 0.968 0.635 0.309 -0.210
C -1.171 1.159 1.277 -0.194
C -0.303 0.261 0.655 -0.539
C 0.376 -1.545 -2.384 -0.586
C -0.194 -2.412 -1.164 -0.922
F -2.468 -1.169 0.333 -0.668
Si -0.871 -1.485 0.381 1.766
H 1.185 3.732 1.517 0.227
H 2.294 2.251 0.056 0.207
H -1.418 2.873 2.344 0.217
H 1.666 0.067 -0.378 0.211
H -2.174 1.013 1.635 0.230
H -0.333 -0.847 -2.667 0.206
H 1.285 -0.964 -1.990 0.198
H 0.649 -2.194 -3.283 0.217
H 0.609 -2.997 -0.672 0.236
H -0.891 -3.084 -1.677 0.254
H -0.534 -2.432 2.157 -0.234
```

HOMO: -9.3478 eV
E: -19069.0074 eV
Kohn-Sham gap: 10.0 eV
spin multiplicity: 1
ΔE to the lowest compared entry with this formula, charge and spin: 0.0 kcal/mol
LUMO: 0.7 eV


2.
This record from the Open Molecules 2025 dataset describes a structure of composition C8H11I2MoN2S2Te in a non-equilibrium geometry. The level of theory is wB97M-V/def2-TZVPD.

Geometry as XYZ:
```
27
Properties=species:S:1:pos:R:3:nbo_charge:R:1
Mo 0.751 0.792 -0.056 0.395
I 2.455 -1.173 1.337 0.478
C 3.769 0.463 1.693 -0.647
I 2.812 2.218 1.076 0.561
H 4.620 0.333 1.160 0.250
H 3.881 0.552 2.734 0.268
Te 1.138 1.292 -2.620 0.881
C 0.377 2.786 -1.271 -0.685
C -0.968 3.087 -1.027 -0.187
C -1.153 4.422 -0.705 -0.247
C 0.022 5.181 -0.685 -0.263
S 1.353 4.303 -1.159 0.587
H -1.888 2.368 -1.181 0.301
H -2.009 5.028 -0.428 0.293
H 0.065 6.204 -0.333 0.305
S -1.461 -0.096 0.422 -0.025
C -1.260 -1.876 0.203 0.393
N -1.100 -2.549 -0.932 -0.547
C -1.430 -3.979 -0.687 -0.225
C -1.097 -4.087 0.788 -0.248
N -1.148 -2.702 1.262 -0.536
H -1.272 -2.132 -1.850 0.448
H -0.688 -4.596 -1.253 0.257
H -2.463 -4.180 -0.863 0.242
H -0.111 -4.459 0.833 0.220
H -1.703 -4.783 1.367 0.272
H -1.489 -2.421 2.176 0.458
```

HOMO (alpha / beta): -18.6338 / -19.2596 eV
E: -58444.6790 eV
Kohn-Sham gap (alpha / beta): 5.9 / 7.5 eV
spin multiplicity: 3
ΔE to the lowest compared entry with this formula, charge and spin: 0.0 kcal/mol
LUMO (alpha / beta): -12.7 / -11.8 eV
charge: +3


3.
This record from the Open Molecules 2025 dataset describes the ion C8H11N2 with charge +1 in a non-equilibrium geometry. The level of theory is wB97M-V/def2-TZVPD.

Geometry as XYZ:
```
21
Properties=species:S:1:pos:R:3:nbo_charge:R:1
C -3.719 1.375 -0.802 -0.065
C -2.964 0.574 -0.274 -0.121
C 0.361 -0.575 0.480 0.136
C 0.005 -2.829 -0.488 -0.326
C 0.774 -1.762 -0.291 -0.263
C 1.493 0.176 1.103 -0.329
C -2.100 -0.315 0.400 0.078
C 1.358 2.126 -0.310 -0.483
N -0.864 -0.223 0.439 -0.330
N 2.198 1.127 0.250 -0.145
H -4.473 1.881 -1.296 0.244
H 0.487 -3.524 -1.141 0.219
H -1.057 -2.972 -0.181 0.219
H 1.770 -1.708 -0.672 0.201
H 1.088 0.631 2.006 0.271
H 2.135 -0.725 1.464 0.276
H -2.492 -1.061 1.150 0.218
H 1.774 2.569 -1.187 0.247
H 0.400 1.662 -0.584 0.281
H 1.130 2.943 0.394 0.267
H 2.696 0.628 -0.462 0.404
```

HOMO (alpha / beta): -10.2741 / -13.5162 eV
E: -11440.2243 eV
Kohn-Sham gap (alpha / beta): 6.8 / 5.3 eV
spin multiplicity: 3
ΔE to the lowest compared entry with this formula, charge and spin: 36.6 kcal/mol
LUMO (alpha / beta): -3.5 / -8.2 eV
charge: +1


4.
This record from the Open Molecules 2025 dataset describes a structure of composition C8H11N2S in a non-equilibrium geometry. The level of theory is wB97M-V/def2-TZVPD.

Geometry as XYZ:
```
22
Properties=species:S:1:pos:R:3:nbo_charge:R:1
C 0.225 2.452 1.670 -0.122
C 1.302 2.442 0.709 -0.219
C -0.615 1.254 1.697 -0.155
C 1.499 1.496 -0.248 -0.201
C -0.420 0.281 0.694 -0.081
C 0.702 0.352 -0.151 0.066
C -1.376 -0.934 0.766 -0.255
C -0.303 -2.079 -1.016 -0.124
N 0.747 -0.554 -1.222 -0.519
N -1.541 -1.703 -0.500 -0.515
S 2.165 -0.965 -1.987 0.234
H 0.110 3.183 2.452 0.230
H 2.004 3.270 0.628 0.234
H -1.458 1.175 2.300 0.217
H 2.151 1.722 -1.086 0.249
H -0.894 -1.790 1.406 0.212
H -2.258 -0.495 1.081 0.247
H -0.331 -2.530 -1.997 0.238
H 0.362 -2.672 -0.534 0.228
H -2.027 -2.534 -0.269 0.451
H -1.983 -1.093 -1.141 0.435
H 1.939 -0.279 -3.250 0.150
```

HOMO (alpha / beta): -8.1128 / -12.9408 eV
E: -22276.3154 eV
Kohn-Sham gap (alpha / beta): 4.8 / 7.0 eV
spin multiplicity: 3
ΔE to the lowest compared entry with this formula, charge and spin: 71.6 kcal/mol
LUMO (alpha / beta): -3.3 / -5.9 eV
charge: +1


5.
This record from the Open Molecules 2025 dataset describes the ion C8H11N3 with charge +2 in a non-equilibrium geometry. The level of theory is wB97M-V/def2-TZVPD.

Geometry as XYZ:
```
22
Properties=species:S:1:pos:R:3:nbo_charge:R:1
C 0.848 -3.387 -0.366 0.039
C 1.928 -0.918 -1.391 0.156
C -0.107 -0.756 0.205 0.550
C -0.735 1.623 0.145 0.606
C 1.565 1.093 -0.077 -0.260
C -0.208 -3.275 0.426 -0.187
C 1.157 -0.344 -0.497 -0.271
C -1.878 2.545 0.192 -0.708
N -0.916 0.322 0.510 -0.559
N -0.649 -1.921 0.550 -0.432
N 0.463 2.000 -0.197 -0.451
H 1.555 -4.095 -0.732 0.235
H 1.900 1.048 0.967 0.251
H 2.405 1.432 -0.683 0.276
H -0.784 -4.040 0.924 0.287
H 2.737 -0.962 -2.070 0.255
H -2.827 2.046 0.004 0.275
H -1.764 3.363 -0.519 0.290
H -1.946 3.005 1.183 0.304
H -1.829 0.127 0.916 0.446
H -1.539 -1.853 1.044 0.434
H 0.626 2.946 -0.532 0.466
```

HOMO (alpha / beta): -17.3228 / -17.1205 eV
E: -12922.3108 eV
Kohn-Sham gap (alpha / beta): 8.2 / 7.9 eV
spin multiplicity: 1
ΔE to the lowest compared entry with this formula, charge and spin: 75.2 kcal/mol
LUMO (alpha / beta): -9.1 / -9.2 eV
charge: +2


6.
This record from the Open Molecules 2025 dataset describes a cluster of 2 separate species, C8H11N3O in total in a non-equilibrium geometry. The level of theory is wB97M-V/def2-TZVPD.

Geometry as XYZ:
```
23
Properties=species:S:1:pos:R:3:nbo_charge:R:1
C 2.125 -0.770 0.380 0.790
C 0.383 1.995 -0.091 -0.240
C -0.800 0.809 -0.084 0.011
C -1.207 0.189 -1.159 -0.255
C -2.191 -0.725 -0.998 -0.177
C -2.835 -1.169 0.138 -0.182
C -2.315 -0.500 1.278 -0.175
C -1.240 0.409 1.251 -0.174
H 2.461 -2.650 0.148 0.390
H 2.607 -1.772 -1.813 0.389
H 3.111 0.777 -1.121 0.417
H 1.534 1.544 1.338 0.390
H 0.083 2.533 -1.059 0.195
H 0.090 2.816 0.521 0.201
H -1.090 0.584 -2.344 0.210
H -2.204 -1.411 -1.684 0.180
H -3.255 -1.881 -0.040 0.160
H -2.538 -0.711 2.321 0.198
H -1.067 0.794 1.996 0.149
N 2.814 -1.824 -0.402 -0.880
N 2.100 0.387 -0.459 -0.524
N 1.583 1.441 0.394 -0.503
O 1.852 -0.868 1.491 -0.569
```

HOMO: -8.4137 eV
E: -14982.0764 eV
Kohn-Sham gap: 8.7 eV
spin multiplicity: 1
ΔE to the lowest compared entry with this formula, charge and spin: 216.1 kcal/mol
LUMO: 0.3 eV